A molecular structure, C25H51ClO2P2Si2Tc. Source: the Open Molecules 2025 dataset; level of theory: ωB97M-V with the def2-TZVPD basis set.

Summary:
2S+1: 4
Relative energy (zero: lowest compared OMol25 entry of this formula, charge and spin), kJ/mol: 0.0
Orbital gap (spin up / spin down), eV: 5.08 / 6.85
E_HOMO (spin up / spin down), hartree: -0.1632 / -0.2514

```
84
Properties=species:S:1:pos:R:3:lowdin_spin:R:1
Tc -0.2283 -0.0495 0.2306 2.20
C -1.3487 -0.0496 2.0758 0.03
C -1.6811 1.1286 1.3412 0.08
C -2.2618 0.6774 0.0797 0.06
Si -1.2372 2.8267 1.9885 0.02
C -2.2612 -0.7432 0.0676 0.03
C -1.6905 -1.2171 1.3264 0.08
Si -1.2610 -2.9218 1.9525 0.02
H -0.9985 -0.0572 3.1064 0.00
H -2.6749 1.3254 -0.6834 0.01
H -2.6685 -1.3733 -0.7170 0.01
Cl 2.1170 0.3741 -4.1850 0.02
C -0.8205 -2.9278 3.7628 0.00
C -2.6591 -4.1129 1.6074 0.01
C -0.8777 2.7937 3.8184 0.00
C -2.6000 4.0462 1.6128 0.01
H -3.5978 -3.6741 1.9772 0.00
H -2.4494 -5.0298 2.1779 0.00
H -2.7741 -4.3632 0.5448 0.00
H 0.1582 -2.4537 3.9209 0.00
H -0.7711 -3.9721 4.1013 0.00
H -1.5878 -2.3986 4.3422 0.00
H -3.5563 3.6186 1.9478 0.00
H -2.6843 4.3217 0.5549 0.00
H -2.3955 4.9506 2.2041 0.00
H -1.7930 2.5675 4.3813 0.00
H -0.5077 3.7797 4.1302 0.00
H -0.1159 2.0397 4.0532 0.00
C 0.3101 -3.4167 1.0327 0.00
C 0.3789 3.2670 1.1173 0.00
P 0.4311 -2.4433 -0.4937 0.04
H 0.3008 -4.5019 0.8520 0.00
H 1.1700 -3.1707 1.6742 0.00
P 0.4381 2.4380 -0.5019 0.10
H 1.2106 2.8828 1.7328 0.00
H 0.4701 4.3602 1.0485 0.00
C 2.0991 2.9710 -1.1821 0.02
C -0.8744 3.3664 -1.4988 0.01
C -0.8535 -3.3228 -1.5752 0.01
C 2.0830 -2.9520 -1.1979 0.01
C 3.1546 -1.9139 -0.8568 0.00
H 1.9392 -2.9637 -2.2922 0.00
C 2.5626 -4.3274 -0.7339 0.00
H 2.7619 -4.3170 0.3445 0.00
H 3.5076 -4.5469 -1.2472 0.00
H 1.8657 -5.1388 -0.9618 0.00
H 3.0394 -1.0062 -1.4581 0.00
H 4.1466 -2.3320 -1.0785 0.00
H 3.1241 -1.6586 0.2136 0.00
H -1.7775 -3.2388 -0.9822 0.00
C -0.5592 -4.8038 -1.8121 0.00
C -1.0721 -2.6124 -2.9123 0.00
H -0.4743 -5.3883 -0.8882 0.00
H 0.3512 -4.9367 -2.4112 0.00
H -1.3927 -5.2327 -2.3870 0.00
H -1.3283 -1.5525 -2.7918 0.00
H -1.9109 -3.0968 -3.4353 0.00
H -0.1881 -2.6957 -3.5597 0.00
H -1.7937 3.2093 -0.9156 0.00
C -1.0745 2.7404 -2.8797 0.00
C -0.6374 4.8697 -1.6254 0.00
H -0.4636 5.3729 -0.6671 0.00
H -1.5362 5.3255 -2.0665 0.00
H 0.1958 5.0845 -2.3060 0.00
H -1.4618 1.7170 -2.8113 0.00
H -0.1411 2.7332 -3.4598 0.00
H -1.8170 3.3257 -3.4417 0.00
C 3.2125 1.9786 -0.8116 0.00
C 2.5230 4.3732 -0.7454 0.01
H 1.9579 2.9571 -2.2758 0.00
H 2.6866 4.4109 0.3392 0.00
H 1.8142 5.1591 -1.0197 0.00
H 3.4792 4.6076 -1.2309 0.00
H 2.9601 1.3960 0.0886 0.00
H 4.1437 2.5268 -0.6020 0.00
H 3.4276 1.2895 -1.6375 0.00
C 1.0513 0.0360 -2.7781 0.04
H 1.5396 0.4290 -1.8777 0.02
H 0.0961 0.5408 -2.9600 0.01
H 0.9283 -1.0530 -2.7246 0.01
O 2.2698 -1.4372 2.4080 0.03
C 1.8855 -0.2671 2.4365 0.02
O 1.2558 0.3526 1.4549 0.06
H 2.0812 0.4057 3.3036 0.00
```

8 unconnected molecules or ions with the total composition C25H52ClN2O10PS8. Source: the Open Molecules 2025 dataset; level of theory: ωB97M-V with the def2-TZVPD basis set.

Summary:
Relative energy (zero: lowest compared OMol25 entry of this formula, charge and spin), kJ/mol: 668.1
Orbital gap, eV: 3.61
Charge: -2
E_HOMO, hartree: -0.0500

```
99
Properties=species:S:1:pos:R:3:lowdin_charge:R:1
C -0.8412 -2.2055 1.3807 -0.10
C -0.2767 -0.8654 0.6721 -0.16
C 0.9082 -0.8521 -0.3230 -0.06
C 1.3819 0.4716 -0.9744 -0.10
C 0.6474 1.8379 -0.6189 -0.09
C -0.5538 1.8143 0.3685 -0.02
C -1.0331 0.4665 1.0153 -0.16
C -2.2910 0.5741 1.9985 -0.32
P -3.9930 0.3272 1.1447 0.36
Cl -4.1494 -1.6008 2.1252 0.26
N -5.6434 0.0468 0.3641 -0.08
C -6.4435 -0.3028 1.3239 -0.44
O -7.2082 -0.3583 2.3108 -0.02
N -3.2536 -0.4066 -0.3337 -0.09
C -3.9034 -1.4251 -0.7540 -0.80
S -4.5093 -2.8648 -1.3294 0.54
C -3.8869 2.0339 0.2491 -0.65
O -3.8254 1.9748 -1.0450 -0.18
O -3.8417 3.2568 0.8961 -0.27
H -1.6005 -2.6718 0.6450 0.07
H -1.3452 -1.9437 2.3680 0.03
H -0.0071 -2.9668 1.5992 0.06
H 1.4257 -1.8441 -0.5856 0.06
H 2.2493 0.4272 -1.7142 0.05
H 0.9643 2.8236 -1.1049 0.07
H -1.0944 2.7938 0.6045 0.09
H -2.2875 1.6642 2.3941 0.08
H -2.2125 -0.0891 2.9280 0.04
H -4.6726 0.9282 2.2682 0.02
C 3.5881 -5.9183 -0.7471 -0.28
S 3.9923 -4.1597 -0.6695 0.79
O 3.0394 -3.5237 0.2858 -0.55
C 3.4277 -3.7645 -2.3386 -0.27
H 3.8247 -6.3701 0.2172 0.04
H 2.5245 -6.0471 -0.9566 0.06
H 4.1856 -6.3955 -1.5264 0.04
H 2.3739 -4.0291 -2.4472 0.06
H 4.0302 -4.3124 -3.0658 0.05
H 3.5507 -2.6928 -2.4999 0.05
C -8.3628 -1.8931 -3.8305 -0.26
S -7.6197 -2.1546 -5.4533 0.79
O -7.2396 -3.6008 -5.5463 -0.60
C -6.1158 -1.2174 -5.1173 -0.26
H -9.3127 -2.4296 -3.7948 0.04
H -7.6999 -2.2757 -3.0516 0.05
H -8.5427 -0.8270 -3.6811 0.03
H -5.5968 -1.6427 -4.2551 0.04
H -6.3757 -0.1733 -4.9246 -0.01
H -5.4687 -1.2747 -5.9942 0.05
C -7.6336 3.8656 -4.8464 -0.29
S -6.7794 2.3513 -4.3569 0.83
O -7.8112 1.2701 -4.2529 -0.58
C -6.3877 2.8882 -2.6820 -0.24
H -8.0045 3.7407 -5.8652 0.04
H -8.4739 4.0528 -4.1750 0.05
H -6.9344 4.7032 -4.8164 0.05
H -7.3068 3.1366 -2.1468 0.06
H -5.7295 3.7573 -2.7227 0.06
H -5.8760 2.0717 -2.1663 0.04
C 6.0384 3.0240 0.0099 -0.30
S 4.2760 2.6391 -0.0596 0.81
O 3.9024 2.4993 -1.5004 -0.56
C 3.7079 4.2619 0.4915 -0.27
H 6.5964 2.1534 -0.3337 0.04
H 6.2605 3.8756 -0.6373 0.05
H 6.3211 3.2503 1.0380 0.03
H 4.0748 5.0349 -0.1874 0.05
H 4.0688 4.4487 1.5047 0.05
H 2.6170 4.2644 0.4891 0.04
C -6.3860 -6.0670 0.2896 -0.27
S -4.6710 -6.5812 0.5185 0.79
O -3.8424 -5.8133 -0.4537 -0.59
C -4.8845 -8.2476 -0.1487 -0.29
H -6.4800 -5.0277 0.6085 0.05
H -6.6624 -6.1496 -0.7633 0.06
H -7.0390 -6.6937 0.9007 0.04
H -5.2560 -8.1931 -1.1742 0.05
H -5.5865 -8.8030 0.4766 0.04
H -3.9162 -8.7496 -0.1400 0.04
C 7.6637 1.5706 4.0050 -0.26
S 8.9466 1.6338 2.7376 0.79
O 8.3062 2.1131 1.4750 -0.56
C 9.1534 -0.1544 2.5944 -0.27
H 7.3475 2.5906 4.2285 0.01
H 6.8089 0.9970 3.6409 0.07
H 8.0677 1.1108 4.9093 0.06
H 8.2036 -0.6177 2.3201 0.06
H 9.5075 -0.5568 3.5452 0.05
H 9.8927 -0.3559 1.8181 0.05
C 8.7988 7.0326 4.3327 -0.27
S 8.7509 5.2489 4.0598 0.81
O 7.5282 4.7251 4.7408 -0.55
C 10.1653 4.8607 5.1133 -0.27
H 7.9678 7.4872 3.7921 0.05
H 8.7003 7.2494 5.3981 0.06
H 9.7401 7.4338 3.9526 0.05
H 9.9805 5.2145 6.1298 0.06
H 11.0615 5.3334 4.7076 0.05
H 10.3003 3.7784 5.1247 0.04
```

> The highest relative energy (zero: lowest compared OMol25 entry of this formula, charge and spin) belongs to which entry?

C25H52ClN2O10PS8

> Among the records above, which one has the lowest relative energy (zero: lowest compared OMol25 entry of this formula, charge and spin)?

C25H51ClO2P2Si2Tc